# 1
Formula: C29H34N6O5PV
Source: the OMol25 dataset
Level of theory: the ωB97M-V functional and the def2-TZVPD basis

Last column: Mulliken spin population.
Atoms and positions in Å:
V1 0.24233 -0.39908 -0.26708  2.12
O1 -3.74918 -5.28703 1.92964  0.00
C1 -2.75066 -5.42192 1.19605  0.00
O2 -2.05594 -6.41699 0.93131  0.00
C2 -2.28291 -4.10980 0.52090  0.01
C3 -3.07226 -2.96725 0.55938  0.00
C4 -2.57474 -1.76907 0.08877  0.01
N1 -1.33783 -1.68321 -0.40406  0.01
C5 -0.61648 -2.80339 -0.58642  0.02
C6 -1.05294 -4.02951 -0.12884  0.01
C7 0.65637 -2.62367 -1.47085  0.02
O3 1.38336 -3.56505 -1.68582  0.02
O4 0.80149 -1.38866 -1.91069  0.02
H1 -4.05766 -3.04589 0.99984  0.00
H2 -3.13130 -0.84129 0.08997  0.00
H3 -0.46053 -4.92383 -0.26387  0.00
N2 -8.33045 3.31436 -3.32013  -0.01
C8 -7.29206 3.00873 -2.91986  0.00
C9 -6.00190 2.62892 -2.42339  -0.02
C10 -5.02744 2.08522 -3.27531  0.01
C11 -3.78686 1.72638 -2.82770  -0.01
C12 -3.40312 1.89751 -1.44784  -0.02
C13 -4.43354 2.43527 -0.59026  -0.01
C14 -5.66647 2.78157 -1.07066  0.01
C15 -2.17190 1.57496 -0.98452  0.10
C16 -1.02576 1.10269 -0.63554  -0.34
H4 -5.27104 1.94057 -4.32168  0.00
H5 -3.07183 1.30088 -3.52021  0.00
H6 -4.21329 2.58566 0.46010  0.00
H7 -6.40155 3.18904 -0.38613  0.00
N3 0.59435 1.70852 -2.87496  0.06
C17 0.82712 2.44850 -1.74206  0.19
C18 1.57148 3.58774 -1.70178  -0.08
C19 1.81045 4.27795 -0.48976  0.46
C20 1.20449 3.76466 0.67332  -0.14
C21 0.47067 2.62822 0.63518  0.39
N4 0.30328 1.87432 -0.56279  0.12
H8 0.65825 2.21384 -3.74255  0.00
H9 -0.15029 1.03015 -2.84220  0.01
H10 1.97675 3.95043 -2.63913  0.00
H11 2.39046 5.18722 -0.46894  0.04
H12 1.30070 4.26859 1.62704  -0.01
H13 -0.02023 2.18862 1.48727  0.00
C22 0.17108 -2.09540 3.89157  0.00
N5 -0.97439 -1.26785 3.57008  0.00
C23 -0.96668 -0.37137 2.57783  0.02
N6 -2.06754 0.39909 2.38338  0.00
O5 0.04261 -0.17621 1.86561  -0.02
H14 -0.05401 -3.15246 3.74888  0.00
H15 0.48866 -1.92660 4.92065  0.00
H16 0.98724 -1.82647 3.22364  0.00
H17 -1.82298 -1.37288 4.09889  0.00
H18 -2.97279 0.06233 2.66884  0.00
H19 -2.03824 0.94463 1.52783  0.02
C24 2.95218 -2.70170 1.43734  0.01
C25 3.55036 -1.87182 0.30560  0.00
P1 2.77104 -0.23126 0.10182  -0.03
C26 3.38974 0.73095 1.51783  0.00
C27 4.84510 1.18174 1.45698  0.01
C28 3.55896 0.43795 -1.40691  0.01
C29 4.95465 -0.05527 -1.77567  0.00
H20 3.29335 -3.73473 1.37436  0.00
H21 1.86029 -2.72474 1.39767  0.00
H22 3.23866 -2.31676 2.42145  0.00
H23 3.40680 -2.39333 -0.64455  0.00
H24 4.62730 -1.74472 0.44740  0.00
H25 3.21897 0.09826 2.39572  0.00
H26 2.72245 1.58646 1.64030  0.00
H27 5.52983 0.33285 1.40027  0.00
H28 5.10995 1.75472 2.34771  0.00
H29 5.03835 1.82093 0.59505  0.00
H30 3.54043 1.52797 -1.30371  0.01
H31 2.85877 0.20606 -2.21285  0.01
H32 5.68910 0.08762 -0.98185  0.00
H33 5.31660 0.48224 -2.65422  0.00
H34 4.95279 -1.11511 -2.03067  0.00

Results
HOMO level (spin up / spin down) = -3.4 / -3.6 eV
Relative energy (zero: lowest compared OMol25 entry of this formula, charge and spin) = 240.9 kJ/mol
LUMO energy (spin up / spin down) = 2.0 / 2.0 eV
2S+1 = 4
Frontier orbital gap (spin up / spin down) = 5.45 / 5.58 eV
Net charge = -1
<S²> = 3.841


# 2
Formula: CH14O6
Source: the OMol25 dataset
Level of theory: the ωB97M-V functional and the def2-TZVPD basis

Last column: Mulliken charge in e.
Atoms and positions in Å:
C1 2.76814 1.63579 -0.61809  -0.49
O1 2.01568 0.53125 0.06317  -0.49
H1 3.75227 1.14675 -0.78684  0.26
H2 2.86227 2.59413 -0.08103  0.24
H3 2.23208 1.78060 -1.55314  0.19
H4 2.62298 -0.14467 0.26367  0.30
H5 -5.38948 1.82604 0.37910  0.32
H6 -6.31947 0.63485 -0.02987  0.32
O2 -5.62592 1.24173 -0.31369  -0.64
H7 -3.46442 -1.17099 1.64861  0.29
H8 -2.86366 -0.05494 0.91032  0.33
O3 -2.83049 -0.46670 1.78506  -0.62
H9 1.52758 -4.72626 -0.97080  0.32
H10 1.74910 -3.28520 -1.01436  0.29
O4 1.15386 -3.89277 -1.37635  -0.59
H11 -0.68682 1.60922 2.25136  0.34
H12 0.60062 1.99697 3.17626  0.31
O5 -0.31973 2.23418 2.98504  -0.65
H13 1.39044 -1.20595 -1.84839  0.35
H14 2.49572 -0.80967 -2.75521  0.26
O6 2.32927 -1.47434 -2.11481  -0.64

Results
HOMO level = -10.7 eV
Relative energy (zero: lowest compared OMol25 entry of this formula, charge and spin) = 186.9 kJ/mol
LUMO energy = 0.5 eV
2S+1 = 1
Frontier orbital gap = 11.15 eV
Structure (SMILES) = CO.O.O.O.O.O
Net charge = 0